Entry 1:
# C13H16N5PtS2

A molecular structure, C13H16N5PtS2 (ωB97M-V/def2-TZVPD, the OMol25 dataset).

The geometry in XYZ format:
```
37
Properties=species:S:1:pos:R:3
Pt -0.03381 -1.52403 -0.41316
C 2.89794 2.55795 2.30046
C 3.69169 2.28414 1.03106
N 3.39465 0.97781 0.37965
C 2.23591 0.48528 0.01777
S 2.21333 -1.14901 -0.67604
N 1.13570 1.28254 0.08830
N 0.06050 0.64008 -0.29326
C -1.01802 1.32637 -0.68386
C -1.20465 2.76597 -0.42271
C -1.92997 0.51906 -1.47595
C -3.06800 1.04859 -2.05379
C -3.81368 0.26276 -2.94015
C -3.38119 -1.01295 -3.22401
C -2.23020 -1.50431 -2.59363
N -1.53377 -0.76714 -1.73810
H 3.29031 3.48067 2.72593
H 3.04102 1.76818 3.03724
H 1.83890 2.70026 2.10612
H 4.75768 2.24407 1.24182
H 3.53433 3.05051 0.26606
H 4.20726 0.40132 0.16455
H -0.37849 3.18503 0.14044
H -2.13344 2.90270 0.14242
H -1.31901 3.31340 -1.36232
H -3.37188 2.06357 -1.83494
H -4.70654 0.66214 -3.40367
H -3.91148 -1.64710 -3.92225
H -1.87288 -2.50736 -2.78992
S -1.15824 -4.65332 2.61987
C 0.50695 -4.32062 2.79715
C 0.89257 -3.34235 1.95160
N -0.13702 -2.88445 1.14680
C -1.28166 -3.51615 1.40320
H 1.11445 -4.85253 3.51369
H 1.88476 -2.93482 1.85422
H -2.21404 -3.30627 0.89943
```

As for the spin multiplicity: 5. The calculation puts the HOMO-LUMO gap (spin up / spin down) at 7.90 / 5.58 eV. As for the relative energy (zero: lowest compared OMol25 entry of this formula, charge and spin): 1.57 kcal per mole. The net charge is +3. The LUMO energy (spin up / spin down) is -11.1 / -13.5 eV.


Entry 2:
# C13H17B2F10NO3P

2 unconnected molecules or ions with the total composition C13H17B2F10NO3P (ωB97M-V/def2-TZVPD, the OMol25 dataset).

The geometry in XYZ format:
```
47
Properties=species:S:1:pos:R:3
C 1.38103 2.58738 1.76110
P 2.20504 1.41248 0.57249
O 0.98042 0.82452 -0.42834
B 2.59260 -0.13543 1.71356
O 3.40352 0.47821 2.84390
C 1.15381 -0.73494 2.32571
C 0.74211 -2.11258 1.80694
C -0.71552 -2.45816 2.10569
F -0.82629 -3.79070 2.44482
F -1.23761 -1.78688 3.17510
C -1.65551 -2.24944 0.87992
F -1.19650 -1.29717 0.05063
F -1.71656 -3.41994 0.18943
C -3.12796 -1.88090 1.23535
F -3.89117 -2.17732 0.14636
F -3.58633 -2.63975 2.25548
C -3.36814 -0.36737 1.52861
F -4.45097 -0.22913 2.31913
F -2.32478 0.20939 2.12314
F -3.60948 0.27681 0.37354
B 3.56267 -1.29809 0.92690
N 4.90478 -1.57335 1.46029
O 3.19555 -2.05926 -0.19734
H 2.07678 3.36413 2.04216
H 0.49692 3.02774 1.30633
H 1.04438 2.05086 2.64567
H 1.09760 1.27804 -1.25887
H 3.61071 -0.20063 3.47817
H 1.19941 -0.73891 3.41111
H 0.35478 -0.04420 2.05227
H 0.86761 -2.17082 0.73363
H 1.32002 -2.88469 2.30213
H 5.45961 -2.03614 0.74573
H 5.37675 -0.70428 1.66750
H 3.64334 -2.90581 -0.22925
F 0.06153 2.74123 -2.15684
C -0.75947 2.47184 -3.18555
C -0.21922 2.02356 -4.37406
C -1.07332 1.74271 -5.42998
C -2.44301 1.91680 -5.28748
C -2.96180 2.36982 -4.08207
C -2.11794 2.64811 -3.01766
H 0.85146 1.89713 -4.46241
H -0.66690 1.38383 -6.36587
H -3.10532 1.69608 -6.11400
H -4.02878 2.50481 -3.96751
H -2.49986 2.99037 -2.06559
```

The calculation puts the HOMO-LUMO gap at 6.06 eV. The net charge is -1. The LUMO energy is 2.7 eV.


Entry 3:
# C13H17Cl5GeN6PW

A molecular structure, C13H17Cl5GeN6PW (ωB97M-V/def2-TZVPD, the OMol25 dataset).

The geometry in XYZ format:
```
44
Properties=species:S:1:pos:R:3
W 0.08456 -0.00839 -1.83551
C -1.42063 2.81436 2.68657
N -1.15861 2.50168 1.26246
C -1.32285 3.41062 0.23498
C -0.95902 2.78196 -0.90460
N -0.57766 1.48065 -0.57442
C -0.71289 1.35215 0.76629
P -0.10960 -0.08106 1.74466
C 1.49394 -0.08491 0.86098
N 1.66419 0.01076 -0.48320
C 3.03409 0.16821 -0.69434
C 3.65427 0.16187 0.50399
N 2.67685 -0.00589 1.46039
C 2.92571 -0.07395 2.91913
C -0.86906 -1.38266 0.72282
N -0.81720 -1.47950 -0.62259
C -1.38661 -2.70069 -0.95794
C -1.80303 -3.30429 0.18187
N -1.46533 -2.47018 1.21868
C -1.71643 -2.78024 2.64466
H -2.22013 3.54757 2.74468
H -1.72717 1.92129 3.22388
H -0.52836 3.23176 3.15121
H -1.68125 4.41384 0.40861
H -0.93933 3.17088 -1.90980
H 3.47813 0.28098 -1.66423
H 4.69837 0.25413 0.75894
H 3.99172 0.02341 3.09906
H 2.41179 0.73566 3.43318
H 2.59131 -1.02949 3.31696
H -1.46406 -3.06724 -1.96389
H -2.29926 -4.24880 0.34016
H -2.58028 -3.43473 2.71495
H -0.85659 -3.28719 3.07958
H -1.92546 -1.87196 3.20334
Cl -2.19281 0.98970 -2.92517
C -2.55447 -0.40202 -3.96136
Cl -1.05628 -1.36582 -3.83082
H -2.70076 -0.09267 -4.99091
H -3.38712 -0.96460 -3.55198
Cl 1.84797 -1.49098 -3.05957
Ge 2.30805 0.15553 -4.65129
Cl 4.35885 0.50111 -4.76823
Cl 1.21244 1.71915 -3.33216
```

As for the spin multiplicity: 4. The calculation puts the HOMO-LUMO gap (spin up / spin down) at 6.56 / 5.40 eV. As for the relative energy (zero: lowest compared OMol25 entry of this formula, charge and spin): 0.00 kcal per mole. The net charge is +4. The LUMO energy (spin up / spin down) is -14.8 / -15.9 eV.


Entry 4:
# C13H17Cl5IrN3O4S

A molecular structure, C13H17Cl5IrN3O4S (ωB97M-V/def2-TZVPD, the OMol25 dataset).

The geometry in XYZ format:
```
44
Properties=species:S:1:pos:R:3
Ir -1.28902 -0.06168 -0.78987
Cl -2.41309 2.85101 5.82077
C -2.18799 1.82820 4.51078
C -1.91140 2.37855 3.21729
Cl -1.78684 4.05771 3.02128
C -1.75822 1.53012 2.15201
Cl -1.43824 2.13436 0.58236
C -1.88626 0.11178 2.25741
O -1.82929 -0.65826 1.25911
C -2.11948 -0.41936 3.58725
Cl -2.22017 -2.09238 3.74924
C -2.26709 0.42555 4.67749
Cl -2.55957 -0.22386 6.21937
O 1.24958 -0.37402 1.13798
C 1.58051 -0.39675 -0.03533
O 0.83634 -0.21569 -1.06685
C 3.07282 -0.65554 -0.37519
N 3.75126 -1.03436 0.90634
C 4.92307 -0.10996 1.11876
C 5.20621 0.44357 -0.27223
C 3.80458 0.60074 -0.87079
H 3.13449 -1.46618 -1.09986
H 4.05172 -2.00831 0.89592
H 3.02283 -0.91841 1.63418
H 5.76390 -0.64913 1.54684
H 4.62260 0.68823 1.79516
H 5.78927 -0.26596 -0.86169
H 5.75110 1.38357 -0.23397
H 3.82323 0.64293 -1.95673
H 3.32388 1.50584 -0.49391
N -3.45553 -1.75152 -3.63515
C -3.48300 -2.18432 -2.39176
N -4.58738 -2.61575 -1.82825
S -1.98405 -2.27344 -1.46975
H -4.26341 -1.80144 -4.24397
H -2.58435 -1.46776 -4.05494
H -5.46020 -2.68593 -2.33799
H -4.57942 -3.00862 -0.89810
C -1.52593 1.72831 -3.63318
O -1.05033 0.52288 -2.98146
H -1.26333 1.69353 -4.69025
H -1.09723 2.62315 -3.18330
H -2.60796 1.74919 -3.53913
H -0.09863 0.43945 -3.14588
```

As for the spin multiplicity: 2. The calculation puts the HOMO-LUMO gap (spin up / spin down) at 5.72 / 5.60 eV. As for the relative energy (zero: lowest compared OMol25 entry of this formula, charge and spin): 10.16 kcal per mole. The net charge is +3. The LUMO energy (spin up / spin down) is -11.4 / -11.7 eV.


Entry 5:
# C13H17FN3O

2 unconnected molecules or ions with the total composition C13H17FN3O (ωB97M-V/def2-TZVPD, the OMol25 dataset).

The geometry in XYZ format:
```
35
Properties=species:S:1:pos:R:3
F 1.39037 -3.46000 1.56434
C 1.38903 -2.43904 0.64331
C -0.06132 -2.04729 0.27124
C -0.32994 -0.59215 0.46304
C 0.53112 0.46262 0.53492
N -0.23020 1.57363 0.75497
C -1.52415 1.28597 0.79115
N -1.57774 -0.03154 0.60902
C -2.86294 -0.67138 0.63106
C -3.20050 -1.58854 1.58773
C -4.43607 -2.18764 1.65100
N -5.37314 -1.92864 0.74695
C -5.03465 -1.04873 -0.17543
C -3.84242 -0.37450 -0.29762
H 1.89416 -2.78991 -0.25987
H 1.96793 -1.60469 1.04615
H -0.70367 -2.61250 0.95418
H -0.25182 -2.40125 -0.74343
H 1.60077 0.42851 0.43323
H 0.14136 2.50565 0.87376
H -2.37965 1.92365 0.93322
H -2.45717 -1.85618 2.33702
H -4.64450 -2.88277 2.45673
H -5.78885 -0.83156 -0.93087
H -3.66906 0.35472 -1.08027
C 3.67098 2.75630 -0.40567
C 3.52554 1.82218 -1.58296
O 2.70594 0.92527 -1.58908
C 4.44291 2.05088 -2.75211
H 2.95456 2.48456 0.36929
H 4.67696 2.68189 0.00806
H 3.47784 3.78319 -0.71864
H 5.48197 1.94639 -2.43646
H 4.28206 3.04859 -3.16328
H 4.23431 1.31429 -3.52470
```

The calculation puts the HOMO-LUMO gap at 9.69 eV. The net charge is +1. The LUMO energy is -3.1 eV.


Entry 6:
# C13H17IMoN2

A molecular structure, C13H17IMoN2 (ωB97M-V/def2-TZVPD, the OMol25 dataset).

The geometry in XYZ format:
```
34
Properties=species:S:1:pos:R:3
C -1.27713 -1.91922 -2.22502
C -1.30296 -3.28269 -1.56891
H -1.98239 -1.16677 -1.82800
H -1.56650 -2.03044 -3.27903
H -0.20637 -1.53358 -2.31952
H -2.08786 -3.28755 -0.80408
H -1.54739 -4.05977 -2.31398
H -0.32075 -3.52760 -1.15092
Mo 0.04582 -0.76565 -0.66413
C 0.06056 -2.10683 0.95508
H -0.97003 -2.53043 0.88669
H 0.20512 -1.75024 1.99295
H 0.76205 -2.96005 0.77489
I 1.98934 -0.78457 -2.38278
C 3.34260 0.59051 2.06437
C 2.81223 1.75672 2.62223
C 1.59328 2.25185 2.16216
C 0.91456 1.56935 1.13504
N 1.38506 0.36322 0.66634
C 2.60482 -0.07565 1.09094
C -0.36371 2.02363 0.57401
C -1.06605 3.20139 0.92740
C -2.27194 3.51861 0.30621
C -2.71897 2.68908 -0.71969
C -1.98997 1.55766 -1.08295
N -0.91359 1.15102 -0.33396
H 4.28372 0.15605 2.39900
H 3.33142 2.26520 3.42825
H 1.10308 3.13948 2.57458
H 2.93767 -1.01348 0.65127
H -0.61906 3.84568 1.67843
H -2.84359 4.41649 0.58382
H -3.59753 2.93804 -1.30838
H -2.20734 0.95029 -1.96819
```

As for the spin multiplicity: 3. The calculation puts the HOMO-LUMO gap (spin up / spin down) at 7.38 / 7.63 eV. The net charge is +2. The LUMO energy (spin up / spin down) is -8.7 / -8.6 eV.


Number 1: electronic energy -1693.28951 Eh. Number 2: electronic energy -2175.96448 Eh. Number 3: electronic energy -5618.98854 Eh. Number 4: electronic energy -3773.27031 Eh. Number 5: electronic energy -844.70514 Eh. Number 6: electronic energy -980.34388 Eh.